(1)
21
Properties=species:S:1:pos:R:3:nbo_charge:R:1 method="wB97M-V/def2-TZVPD" total_charge=+1 spin_multiplicity=1 homo_energy_ha=-0.4127
C 1.229 0.877 0.373 0.182
C -0.356 -0.989 0.192 -0.127
C -2.421 0.094 -0.250 0.519
C 1.124 1.724 -0.771 -0.728
C 0.491 -2.025 -0.437 -0.674
N -2.674 0.728 0.919 -0.751
N 2.340 0.136 0.562 -0.741
O -1.456 -0.641 -0.628 -0.381
H 0.633 1.205 1.285 0.219
H -0.624 -1.293 1.184 0.164
H -3.124 0.068 -1.170 0.230
H 1.521 2.766 -0.604 0.275
H 0.115 1.958 -1.203 0.250
H 1.851 1.511 -1.539 0.244
H 1.411 -2.230 0.075 0.225
H 0.812 -1.702 -1.377 0.215
H -0.154 -2.882 -0.680 0.233
H -3.592 1.044 1.065 0.433
H -2.129 0.504 1.741 0.431
H 2.615 -0.460 -0.154 0.389
H 2.388 -0.391 1.419 0.395

---

(2)
15
Properties=species:S:1:pos:R:3:nbo_charge:R:1 method="wB97M-V/def2-TZVPD" total_charge=0 spin_multiplicity=1 homo_energy_ha=-0.3126
C 0.656 -1.177 -0.829 0.188
C -0.393 -0.223 -0.741 -0.291
C -1.424 -0.927 -1.309 0.237
C -0.524 0.868 0.320 -0.092
C -0.476 0.333 1.701 0.376
H 1.860 0.248 0.209 0.405
H 2.741 -1.406 -0.209 0.407
H 0.574 -1.920 -1.562 0.233
H -1.470 1.087 -0.071 0.240
H -0.476 2.899 -0.165 0.485
H -0.808 1.312 2.675 0.196
N 1.859 -0.587 -0.266 -0.796
N -2.334 -1.537 -1.739 -0.366
O 0.497 2.065 0.274 -0.705
O -0.283 -1.035 1.712 -0.517

---

(3)
73
Properties=species:S:1:pos:R:3:mulliken_charge:R:1 method="wB97M-V/def2-TZVPD" total_charge=+3 spin_multiplicity=1 homo_energy_ha=-0.6299
Pd 0.337 -1.032 0.830 0.296
O 4.126 1.581 6.070 -0.554
N 4.377 0.409 5.885 0.939
O 5.217 -0.247 6.443 -0.517
C 3.532 -0.299 4.891 0.039
C 3.334 -1.614 5.096 -1.006
C 2.487 -2.366 4.219 1.110
C 2.235 -3.740 4.383 -0.428
C 1.416 -4.377 3.485 -1.197
C 0.852 -3.644 2.438 0.123
N 1.060 -2.347 2.271 0.061
C 1.883 -1.711 3.149 0.020
C 2.126 -0.324 2.928 -0.249
N 1.522 0.228 1.839 0.037
C 1.695 1.514 1.580 0.083
C 2.517 2.315 2.372 -1.718
C 3.149 1.778 3.464 -0.519
C 2.947 0.417 3.784 0.633
H 3.817 -2.101 5.934 0.581
H 2.687 -4.281 5.205 0.514
H 1.198 -5.432 3.565 0.461
H 0.210 -4.155 1.734 0.422
H 1.158 1.932 0.743 0.690
H 2.641 3.358 2.116 0.521
H 3.786 2.390 4.084 0.607
N -1.031 -2.511 0.118 -0.174
C -2.048 -2.563 -0.960 -0.187
C -2.760 -3.743 -1.068 -0.494
C -3.760 -3.873 -2.027 -0.799
C -4.050 -2.819 -2.877 -0.851
C -3.333 -1.638 -2.777 -1.220
C -2.328 -1.498 -1.817 -0.021
P -1.341 -0.021 -1.815 2.256
C 0.354 -0.535 -2.128 0.501
C 1.423 0.255 -1.704 0.108
C 2.725 -0.160 -1.939 -0.937
C 2.963 -1.353 -2.610 -0.816
C 1.904 -2.124 -3.061 -0.830
C 0.597 -1.723 -2.823 -0.769
C -1.873 1.223 -2.944 0.741
C -3.126 1.826 -2.764 -0.431
C -3.533 2.800 -3.655 -0.870
C -2.701 3.168 -4.710 -0.570
C -1.458 2.572 -4.881 -0.836
C -1.030 1.596 -3.995 -0.306
H -1.553 -2.684 0.979 0.556
H -0.434 -3.326 -0.012 0.502
H -2.549 -4.572 -0.402 0.542
H -4.309 -4.802 -2.102 0.441
H -4.826 -2.918 -3.623 0.488
H -3.543 -0.823 -3.457 0.444
H 1.250 1.211 -1.239 0.460
H 3.553 0.462 -1.623 0.540
H 3.979 -1.671 -2.802 0.488
H 2.091 -3.038 -3.609 0.510
H -0.225 -2.326 -3.191 0.573
H -3.771 1.541 -1.940 0.525
H -4.498 3.272 -3.534 0.478
H -3.028 3.929 -5.406 0.474
H -0.824 2.864 -5.706 0.481
H -0.065 1.125 -4.129 0.449
S -1.447 0.620 0.219 -0.161
C -1.360 2.403 0.201 1.808
C -0.522 3.181 -0.597 -0.148
C -0.586 4.560 -0.480 -1.260
C -1.460 5.152 0.425 -0.585
C -2.292 4.368 1.208 -0.818
C -2.255 2.984 1.097 -0.733
H 0.126 2.752 -1.345 0.521
H 0.043 5.176 -1.109 0.521
H -1.500 6.229 0.508 0.477
H -2.982 4.828 1.903 0.461
H -2.915 2.371 1.697 0.523

---

(4)
15
Properties=species:S:1:pos:R:3:nbo_charge:R:1 method="wB97M-V/def2-TZVPD" total_charge=0 spin_multiplicity=1 homo_energy_ha=-0.2784
C 0.013 0.313 1.179 -0.035
C -0.325 1.265 2.018 -0.448
C -1.603 -1.335 -1.661 1.040
C 0.892 -0.841 0.904 -0.487
C -0.057 -0.277 -0.137 -0.276
N 0.616 0.560 -1.222 -0.709
O -2.294 -1.941 -0.960 -0.519
O -1.119 -0.870 -2.621 -0.636
H -1.007 2.053 1.731 0.190
H 0.028 1.291 3.035 0.199
H 1.962 -0.628 0.869 0.188
H 0.668 -1.816 1.312 0.222
H 1.640 0.539 -1.163 0.400
H 0.290 1.527 -1.157 0.417
H 0.295 0.161 -2.126 0.452

---

So what do the calculations give for energy above the lowest of the compared OMol25 structures with the same formula, charge and spin? Going down the list: 105.0; 201.7; 0.0; 79.6 kcal per mole.